This record from the Open Molecules 2025 dataset describes the molecule C10H15N5 at a distorted geometry. The level of theory is the ωB97M-V functional and the def2-TZVPD basis.

The calculation puts the total energy at -663.56445 Eh. The total charge is 0. The value obtained for the HOMO energy (spin up / spin down) is -7.72 / -7.72 eV. The gap between HOMO and LUMO (spin up / spin down) is 0.2780 / 0.2780 hartree. Its spin multiplicity is 1.

Last column: natural (NBO) charge in e.
Cartesian coordinates (Å):
1 C 1.2309 1.6761 -1.2614  -0.409
2 H -1.5626 -0.5521 -1.2014  0.234
3 C 1.7976 1.2735 0.1127  -0.421
4 H 1.9597 1.1873 -1.9510  0.205
5 H -0.8519 1.6339 -0.6198  0.225
6 N -3.0108 -0.3368 0.6827  -0.161
7 C 2.9236 0.2300 0.0232  -0.388
8 H 1.1101 0.8574 0.7891  0.206
9 N -0.2160 -1.8300 2.2378  -0.052
10 C -0.4136 -0.3808 -1.1705  -0.453
11 C 2.3233 -1.1954 -0.2181  -0.438
12 N -0.9295 -1.2748 1.2201  -0.217
13 H 3.7532 0.4130 -0.5915  0.211
14 N 1.0187 -1.9520 1.8588  -0.211
15 H 2.0758 -1.4836 -1.3033  0.209
16 H -2.8038 -1.5996 2.1826  0.226
17 H 1.1659 2.8517 -1.3640  0.224
18 H 3.1238 -1.8922 0.1680  0.232
19 C -0.0550 -0.8975 0.1696  0.153
20 C -0.2288 1.1093 -1.3008  -0.392
21 H 2.1808 2.1069 0.7278  0.213
22 H -0.5917 1.2642 -2.3840  0.203
23 C 1.1125 -1.4826 0.6069  0.070
24 H 0.0871 -0.9152 -1.9330  0.232
25 H -3.7489 0.8415 -0.9075  0.165
26 C -3.4777 0.8734 0.0890  -0.206
27 C -2.2784 -1.0779 1.4131  0.255
28 H -4.5905 0.3973 1.9403  0.338
29 N -4.3970 0.0603 0.9555  -0.460
30 H 3.2933 0.0946 1.0289  0.208

---

This record from the Open Molecules 2025 dataset describes the molecule C10H15N5O4 at a distorted geometry. The level of theory is the ωB97M-V functional and the def2-TZVPD basis.

The calculation puts the total energy at -964.72595 Eh. The SMILES is NC(=O)C[C@H](N)C(=O)N[C@@H](Cc1c[nH]cn1)C(=O)O. The total charge is 0. The value obtained for the HOMO energy is -9.36 eV. The gap between HOMO and LUMO is 0.3550 hartree. Its spin multiplicity is 1.

Last column: natural (NBO) charge in e.
Cartesian coordinates (Å):
1 H -2.2609 0.5001 1.6086  0.225
2 H 2.8772 1.6049 -0.7467  0.268
3 H -1.2229 0.9417 -1.2139  0.217
4 H 5.0195 -1.5375 0.0909  0.443
5 H -6.0009 -2.2555 -0.3805  0.436
6 C -1.0886 0.9225 -0.1536  -0.158
7 H -1.3952 -0.9028 0.9784  0.256
8 O 0.4392 -1.7069 0.0056  -0.649
9 H 6.4723 -0.2816 0.1751  0.414
10 H -3.1303 -2.4594 0.2147  0.245
11 H 2.4147 -2.2301 0.1098  0.403
12 H -3.1696 1.9678 -0.2933  0.510
13 N -4.2072 0.5602 -0.3379  -0.505
14 C -1.9849 -0.0964 0.6868  -0.424
15 H 2.6127 0.2293 1.3228  0.204
16 C 0.9245 -0.5659 0.2796  0.676
17 O 5.2819 1.6225 -0.7789  -0.640
18 H 3.1441 -0.0035 -1.8645  0.255
19 C -5.3290 -0.0204 -0.6579  0.210
20 C 4.6815 0.5165 -0.4987  0.665
21 O -2.6434 2.7515 0.0642  -0.710
22 N -5.0801 -1.4740 -0.6219  -0.567
23 C -3.7986 -1.6358 -0.0638  -0.078
24 O -0.5847 3.1519 0.6214  -0.558
25 H 3.2813 -1.9663 1.5271  0.373
26 C -3.2658 -0.4069 0.0943  0.075
27 C 3.1741 0.5055 -0.8036  -0.519
28 C -1.3423 2.4241 0.1850  0.802
29 H 0.7840 1.3443 0.6447  0.414
30 N 0.2438 0.6655 0.1904  -0.617
31 N 5.4684 -0.6516 -0.0994  -0.878
32 N 3.2785 -1.6533 0.4800  -0.876
33 C 2.5581 -0.3225 0.3387  -0.131
34 H -6.1513 0.4619 -1.1034  0.215

---

This record from the Open Molecules 2025 dataset describes a cluster of 2 separate species, C10H15NS in total at a distorted geometry. The level of theory is the ωB97M-V functional and the def2-TZVPD basis.

The calculation puts the total energy at -842.88276 Eh. The total charge is 0. The value obtained for the HOMO energy is -6.04 eV. The gap between HOMO and LUMO is 0.1802 hartree. Its spin multiplicity is 1.

Last column: natural (NBO) charge in e.
Cartesian coordinates (Å):
1 N 0.0004 -3.3364 -0.8232  -0.312
2 H 1.0073 5.1709 -0.5079  0.208
3 H -1.0935 -5.1485 -0.8057  0.219
4 H -2.1367 1.1065 1.4586  0.210
5 C 1.2633 -4.0749 -0.8125  -0.421
6 C 1.2040 2.8378 0.6433  -0.213
7 H 0.9201 -1.4210 -0.8030  0.229
8 C -0.0011 0.9412 1.5240  -0.221
9 S -0.0052 -0.5741 2.2264  -0.349
10 C 1.2069 1.5903 1.2259  -0.233
11 H 1.8453 -3.8305 -1.6991  0.218
12 H -1.8424 -3.8168 0.0713  0.234
13 C -0.0041 4.8101 -0.3230  -0.621
14 H 2.1351 1.0972 1.4635  0.211
15 H -0.9182 -1.4209 -0.8037  0.229
16 C 0.0048 3.4773 0.3363  -0.074
17 H -2.1231 3.3444 0.4179  0.190
18 H -0.5162 4.7612 -1.2839  0.209
19 H 1.0949 -5.1488 -0.8056  0.219
20 H 1.8441 -3.8168 0.0715  0.234
21 H 2.1348 3.3326 0.4246  0.199
22 C 0.0009 -1.9652 -0.8415  0.032
23 H -0.5137 5.5510 0.2931  0.213
24 C -1.1962 2.8431 0.6406  -0.158
25 C -1.2619 -4.0749 -0.8125  -0.421
26 C -1.2060 1.5955 1.2233  -0.250
27 H -1.8437 -3.8302 -1.6987  0.218

---

This record from the Open Molecules 2025 dataset describes a cluster of 2 separate species, C10H15NSi in total at a distorted geometry. The level of theory is the ωB97M-V functional and the def2-TZVPD basis.

The calculation puts the total energy at -734.07564 Eh. The total charge is 0. The value obtained for the HOMO energy (spin up / spin down) is -4.47 / -8.84 eV. The gap between HOMO and LUMO (spin up / spin down) is 0.1958 / 0.2503 hartree. Its spin multiplicity is 3.

Last column: Löwdin spin population.
Cartesian coordinates (Å):
1 H -2.1869 1.0939 -2.0320  0.012
2 H 1.8766 -2.6308 0.6436  0.014
3 C -2.1427 -0.0007 1.1189  0.097
4 C -3.5840 -0.1902 -1.2214  0.036
5 C -2.4254 0.5957 -1.1812  0.104
6 H -3.7601 -1.3058 1.9070  0.006
7 H 1.7398 0.6146 1.6870  0.001
8 H 2.9366 -1.6971 1.7064  0.001
9 Si 0.5004 1.8347 -0.0843  0.467
10 H 3.4076 -2.0485 0.0872  0.004
11 H 0.6927 2.3591 -1.5052  0.064
12 H 0.5170 -1.0181 -1.6097  0.004
13 H 0.0584 3.2681 1.8921  0.005
14 C -1.7857 0.7108 0.0042  0.707
15 H -4.9623 -1.4744 -0.0509  0.001
16 N 0.6418 3.2271 1.0315  0.155
17 H 0.5952 4.2057 0.7020  0.002
18 C 1.9384 -0.6167 0.0252  0.142
19 C -3.2954 -0.7553 1.1121  0.029
20 C 1.6020 -0.7733 -1.4657  0.017
21 H 1.7544 0.0935 -2.0469  0.007
22 H 2.2144 -1.5845 -1.9035  0.000
23 C 2.5417 -1.7505 0.6372  0.031
24 H -4.1396 -0.3896 -2.1537  0.007
25 H -1.6328 0.2441 2.1137  0.020
26 C -3.9999 -0.8225 -0.0819  -0.014
27 C 1.4871 0.4499 0.6869  0.080

---

This record from the Open Molecules 2025 dataset describes the ion C10H15O3S with charge -1 at a distorted geometry. The level of theory is the ωB97M-V functional and the def2-TZVPD basis.

The calculation puts the total energy at -1013.85196 Eh. The SMILES is CC1(C)CCC[C@@]1(C)C(=O)C#S(=O)[O-]. The total charge is -1. The value obtained for the HOMO energy (spin up / spin down) is -4.18 / -4.18 eV. The gap between HOMO and LUMO (spin up / spin down) is 0.2629 / 0.2629 hartree. Its spin multiplicity is 1.

Last column: natural (NBO) charge in e.
Cartesian coordinates (Å):
1 H -1.6299 1.4138 -1.6852  0.183
2 H 0.8238 -2.8056 -0.2753  0.205
3 H -0.1506 -2.3892 1.0936  0.238
4 O -5.0198 -0.7326 1.7864  -0.950
5 C -1.7629 0.8365 -0.7704  -0.408
6 C 1.2206 0.0506 -1.0240  -0.608
7 C -2.4503 -0.3268 1.6856  -0.538
8 H -1.2658 -0.7601 -1.9129  0.212
9 C -1.1721 -0.5876 -0.8797  -0.425
10 H 1.6084 1.6723 1.0475  0.184
11 H 2.2560 -0.0342 -0.5730  0.209
12 C 0.1073 -0.6022 -0.1403  -0.077
13 H -1.5322 1.9356 1.0982  0.234
14 H 1.1013 1.2477 2.5764  0.222
15 C -0.1545 0.3362 0.9982  -0.050
16 S -3.7109 -1.3385 2.2031  1.814
17 H 1.5005 -1.9787 0.9565  0.206
18 C 0.5819 -1.9532 0.3804  -0.625
19 H 0.9706 1.1256 -1.2159  0.205
20 H 1.2752 -0.5301 -2.0307  0.199
21 C 1.2501 0.8549 1.6443  -0.595
22 C -0.9069 1.5274 0.3274  -0.418
23 H -0.1382 2.1306 -0.0055  0.183
24 H -2.7582 0.9064 -0.5044  0.233
25 O -3.4800 -2.7655 1.9227  -0.955
26 C -1.1170 -0.2422 2.0633  0.373
27 H 1.8783 0.0051 1.7042  0.203
28 O -0.6417 -0.4306 3.2104  -0.688
29 H -1.8918 -1.3749 -0.4458  0.235

---

This record from the Open Molecules 2025 dataset describes the molecule C10H15P at a distorted geometry. The level of theory is the ωB97M-V functional and the def2-TZVPD basis.

The calculation puts the total energy at -731.27868 Eh. The SMILES is CC1=CP2C[C@@]1(C)C(C)=C2C. The total charge is 0. The value obtained for the HOMO energy is -8.00 eV. The gap between HOMO and LUMO is 0.3253 hartree. Its spin multiplicity is 1.

Last column: natural (NBO) charge in e.
Cartesian coordinates (Å):
1 H 3.1625 -1.9209 0.6146  0.211
2 C -1.8141 0.8094 0.1932  -0.599
3 C 0.4011 -1.1236 -2.0233  -0.518
4 P 0.3290 -2.4531 -0.7338  0.740
5 C -0.2514 -0.0507 -1.6279  0.089
6 C -1.2579 -1.6523 -0.1875  -0.611
7 H -1.3316 1.7664 0.1291  0.193
8 C 0.7811 0.9834 1.6158  -0.670
9 H -2.1369 0.6643 1.2234  0.215
10 C -0.6057 1.2018 -2.4731  -0.666
11 H -2.5904 0.8463 -0.4971  0.216
12 H 1.6364 0.7915 2.2747  0.235
13 C 0.4616 -0.1948 0.7473  0.074
14 H -1.3602 0.8394 -3.2558  0.242
15 H 0.3696 1.5243 -2.9193  0.225
16 H -0.8107 2.0196 -1.8434  0.215
17 C 2.4453 -1.8939 1.3304  -0.624
18 H -0.0502 1.0501 2.3303  0.222
19 H -2.1177 -1.8445 -1.0207  0.211
20 C -0.7293 -0.1766 -0.2048  -0.177
21 H 2.4398 -2.8651 1.6907  0.214
22 H 1.1475 -1.0080 -2.7910  0.222
23 C 1.1393 -1.4763 0.5528  -0.311
24 H -1.6247 -2.1782 0.6288  0.222
25 H 2.6679 -1.2323 2.1618  0.205
26 H 0.6353 1.8809 1.0542  0.226

---

> Number 6 is which compound?

C10H15P

---

> Which value of total charge does entry 1 give?

0